# 1
The following is a DFT calculation (ωB97M-V/def2-TZVPD) of 9 unconnected molecules or ions with the total composition C23H65N12O13 in a non-equilibrium geometry.

Last column: Löwdin charge in e.
Element x y z (Å)
N  2.09597  -0.33052  0.17534  0.258
H  1.97235  -1.33593  0.27506  0.077
H  3.07176  0.01890  0.08641  0.068
H  1.75958  0.20985  0.99708  0.044
H  1.58621  0.03742  -0.65122  0.053
C  0.67130  0.16268  -2.81746  -0.947
O  0.95086  1.06045  -1.94065  -0.148
O  -0.04430  0.50995  -3.81935  -0.111
O  1.00685  -1.06856  -2.58894  -0.185
C  -9.19003  -3.78260  4.41150  -0.138
O  -8.29254  -2.90400  3.74450  -0.169
C  -8.01434  -3.54262  2.49840  -0.256
C  -6.95214  -2.78928  1.72149  -0.206
N  -5.73637  -2.71772  2.52556  -0.070
C  -4.72585  -1.82262  1.97822  -0.204
C  -3.53047  -1.78026  2.92536  -0.224
O  -2.60075  -0.97807  2.22748  -0.203
C  -1.30960  -0.97263  2.75588  -0.122
H  -9.49003  -3.29316  5.34144  0.082
H  -8.72912  -4.71871  4.73680  0.086
H  -10.13590  -4.03487  3.92571  0.083
H  -8.94071  -3.63489  1.92307  0.118
H  -7.63461  -4.56339  2.62598  0.120
H  -7.41048  -1.79172  1.66036  0.118
H  -6.70720  -3.22879  0.75671  0.130
H  -5.98919  -2.41596  3.46004  0.099
H  -4.98618  -0.78521  1.74023  0.125
H  -4.40807  -2.31144  1.05561  0.099
H  -3.15879  -2.79505  3.10221  0.122
H  -3.73766  -1.35599  3.91648  0.118
H  -0.65320  -0.44787  2.05861  0.060
H  -0.83750  -1.96040  2.65756  0.087
H  -1.30255  -0.55621  3.76645  0.090
C  4.44342  4.33914  0.93849  -0.125
O  4.87554  3.20004  0.24077  -0.204
C  3.89952  2.75380  -0.72769  -0.181
C  4.44458  1.49525  -1.41231  -0.176
N  4.70801  0.39053  -0.46815  -0.085
C  5.39141  -0.75354  -1.11513  -0.175
C  5.91388  -1.68961  -0.05782  -0.218
O  7.17631  -1.16855  0.34766  -0.213
C  8.00678  -2.03670  1.13542  -0.091
H  4.09211  5.10897  0.24019  0.084
H  5.23704  4.73506  1.56748  0.085
H  3.54744  4.06202  1.50675  0.066
H  3.84443  3.58306  -1.43907  0.124
H  2.88328  2.63824  -0.34379  0.108
H  5.25008  1.72283  -2.11490  0.117
H  3.58137  1.21687  -2.02899  0.117
H  5.33414  0.72926  0.25611  0.113
H  6.13188  -0.29771  -1.77857  0.118
H  4.69934  -1.27089  -1.78002  0.104
H  5.96547  -2.73108  -0.39223  0.113
H  5.28186  -1.72062  0.83674  0.124
H  7.58881  -2.12789  2.13684  0.085
H  8.99507  -1.57895  1.13738  0.081
H  8.15238  -2.95130  0.55594  0.082
C  -2.00052  1.31538  -0.27484  -0.146
O  -1.84869  2.20072  -1.33508  -0.182
C  -2.99951  2.79610  -1.87419  -0.245
C  -2.82590  3.94340  -2.80872  -0.226
N  -1.94195  3.66501  -3.92586  -0.033
C  -2.52914  2.77151  -4.91596  -0.197
C  -1.49671  2.61417  -6.05129  -0.223
O  -1.20868  3.86660  -6.61930  -0.184
C  -0.75598  3.81238  -7.94606  -0.140
H  -2.22790  1.80675  0.68894  0.076
H  -1.10646  0.77509  0.03100  0.069
H  -2.87145  0.68140  -0.45577  0.084
H  -3.48834  3.11745  -0.94152  0.119
H  -3.63076  2.02945  -2.34330  0.117
H  -2.54422  4.81992  -2.22000  0.114
H  -3.83817  4.15991  -3.18454  0.110
H  -1.77878  4.54772  -4.39567  0.100
H  -3.47666  3.12368  -5.34899  0.110
H  -2.73750  1.78642  -4.49906  0.115
H  -1.88720  1.88530  -6.77285  0.116
H  -0.57617  2.14776  -5.68756  0.113
H  0.24462  3.40039  -8.11094  0.084
H  -0.79818  4.80781  -8.38862  0.077
H  -1.37165  3.20306  -8.61927  0.077
C  1.16558  2.38675  2.39150  -0.605
O  1.39667  1.17717  2.19482  -0.046
N  1.59919  2.98225  3.50923  0.185
N  0.55670  3.23484  1.52589  0.208
H  1.51259  3.97029  3.66011  0.106
H  2.18334  2.47845  4.16402  0.076
H  0.19622  2.90249  0.64076  0.114
H  0.48069  4.18734  1.82356  0.103
C  2.64227  -3.84124  -0.92009  -0.674
O  1.92799  -3.40057  -0.01763  -0.017
N  2.90247  -3.17650  -2.06916  0.174
N  3.35535  -4.97967  -0.76050  0.143
H  3.53570  -3.56858  -2.74243  0.095
H  2.33128  -2.38270  -2.36650  0.061
H  3.32654  -5.46462  0.11590  0.099
H  3.86786  -5.31421  -1.55525  0.088
C  2.68788  0.21413  5.61601  -0.677
O  2.57767  1.38033  6.01004  -0.007
N  3.00360  -0.83851  6.42731  0.141
N  2.51192  -0.17913  4.34911  0.175
H  2.92185  -1.75731  6.04050  0.087
H  3.28270  -0.71536  7.38276  0.100
H  2.81326  -1.10888  4.13171  0.098
H  2.13681  0.42401  3.61844  0.054
C  -2.11722  -2.25260  -1.34682  -0.677
O  -3.20918  -2.70065  -0.94389  -0.052
N  -2.04397  -1.22299  -2.23031  0.177
N  -0.91282  -2.48978  -0.80581  0.169
H  -1.15991  -0.83369  -2.52426  0.054
H  -2.97610  -0.97571  -2.51263  0.101
H  -0.11085  -2.03780  -1.24596  0.055
H  -0.73163  -3.10391  -0.03401  0.085

orbital gap	5.0070	eV
net charge	-1

***

# 2
The following is a DFT calculation (ωB97M-V/def2-TZVPD) of a single C5H8O2 molecule.

Last column: Löwdin charge in e.
Element x y z (Å)
C  -0.33216  1.43417  -0.33412  -0.006
C  -0.15190  0.02586  0.19455  -0.497
O  1.12996  -0.24668  0.76478  0.023
C  2.19083  -0.13622  -0.04290  -0.335
O  2.17549  0.17347  -1.20450  0.084
C  -0.83459  -1.13550  -0.45288  -0.056
C  -1.24327  -0.68211  0.92758  -0.062
H  -0.22529  1.47014  -1.42053  0.086
H  0.42222  2.09713  0.09759  0.091
H  -1.31513  1.82608  -0.05593  0.085
H  3.09921  -0.36636  0.53483  0.146
H  -1.49231  -0.92031  -1.29110  0.112
H  -0.28443  -2.06826  -0.53210  0.113
H  -2.18929  -0.16205  1.05101  0.106
H  -0.94933  -1.30934  1.76369  0.110

orbital gap	11.2747	eV
relative energy (zero: lowest compared OMol25 entry of this formula, charge and spin)	23.1	kcal/mol
SMILES	CC1(OC=O)CC1

***

# 3
The following is a DFT calculation (ωB97M-V/def2-TZVPD) of a molecular structure, C3H4FFeO2 in a non-equilibrium geometry.

Last column: Löwdin charge in e.
Element x y z (Å)
O  -1.11695  0.11628  0.64174  -0.048
Fe  -2.20197  0.97821  -1.94247  1.340
C  -1.11563  -0.16254  -0.69856  -0.561
C  0.22662  -0.01946  1.12800  -0.101
H  0.37289  -1.01504  1.56737  0.140
H  0.38579  0.74503  1.89640  0.139
F  -1.16967  -1.58829  -0.86400  0.013
C  1.08518  0.19256  -0.12393  -0.099
O  0.12379  0.24792  -1.18988  -0.102
H  1.78017  -0.63822  -0.29736  0.143
H  1.62977  1.14354  -0.11731  0.136

orbital gap (alpha / beta)	7.9954 / 7.1996	eV
spin multiplicity	5
net charge	+1

***

# 4
The following is a DFT calculation (ωB97M-V/def2-TZVPD) of a single C14H20N6OS2 molecule in a non-equilibrium geometry.

Last column: Löwdin charge in e.
Element x y z (Å)
C  4.10072  -2.82273  -1.04624  -0.074
C  2.83130  -2.08901  -0.62825  -0.199
N  3.08358  -0.71405  -0.23104  -0.071
C  3.77577  -0.51120  1.02635  -0.222
C  5.21449  -0.02684  0.84832  -0.067
C  2.57495  0.26277  -1.00533  -0.547
O  1.96599  0.03836  -2.03647  0.020
C  2.77294  1.71055  -0.56196  -0.355
S  1.15646  2.53659  -0.67863  0.997
C  0.32680  1.50208  0.43563  -0.622
N  0.88299  0.74050  1.34288  0.028
N  -0.10199  0.09109  1.97610  0.072
C  -1.24340  0.46227  1.46320  -0.394
C  -2.55675  -0.04467  1.89631  -0.355
S  -3.17172  -1.38659  0.78484  1.002
C  -4.56284  -0.64115  0.04788  -0.689
N  -5.27651  -1.44736  -0.72963  0.058
C  -6.34732  -0.93360  -1.29810  -0.125
C  -6.73054  0.39022  -1.10266  -0.044
C  -5.90740  1.14431  -0.28320  -0.121
N  -4.82594  0.63973  0.29008  0.029
N  -1.02921  1.37335  0.46211  -0.050
C  -1.95353  2.05621  -0.39492  -0.022
H  3.84334  -3.81688  -1.40190  0.072
H  4.79117  -2.92586  -0.21236  0.062
H  4.59615  -2.28499  -1.85097  0.080
H  2.13627  -2.05183  -1.46933  0.114
H  2.34721  -2.60843  0.20509  0.125
H  3.78682  -1.47333  1.54149  0.121
H  3.19940  0.17787  1.65001  0.093
H  5.68299  0.08519  1.82287  0.075
H  5.25147  0.93029  0.33506  0.063
H  5.79068  -0.74265  0.26777  0.066
H  3.13431  1.84032  0.45191  0.060
H  3.41508  2.22731  -1.27526  0.091
H  -2.44848  -0.49894  2.87894  0.081
H  -3.32735  0.72445  1.89387  0.068
H  -6.91329  -1.60767  -1.92754  0.112
H  -7.60966  0.80568  -1.56403  0.098
H  -6.10098  2.18834  -0.07075  0.114
H  -1.90456  3.13167  -0.21185  0.099
H  -2.96408  1.69885  -0.20354  0.059
H  -1.68537  1.86980  -1.43671  0.100

orbital gap	8.6445	eV
SMILES	CCN(CC)C(=O)CSc1nnc(CSc2ncccn2)n1C

***

# 5
The following is a DFT calculation (ωB97M-V/def2-TZVPD) of a molecular structure, C4H8N2O in a non-equilibrium geometry.

Last column: Löwdin charge in e.
Element x y z (Å)
C  1.52022  -0.49656  0.98843  -0.088
C  -0.43897  0.18519  -0.67676  -0.265
C  0.26204  -0.12119  0.33084  -0.170
N  1.17767  0.30518  -1.69224  -0.005
N  -1.59306  0.50614  -1.24596  0.107
C  -1.19588  -0.10512  1.62670  -0.130
O  -2.37790  0.03796  1.45804  0.005
H  -2.39695  -0.04903  -0.96801  0.105
H  1.19597  -0.61280  -2.13662  0.002
H  0.85468  0.95742  -2.40814  -0.003
H  -1.77256  1.49461  -1.36313  0.115
H  -0.78789  -0.34913  2.64320  0.086
H  2.00025  -1.30665  0.43681  0.084
H  1.34895  -0.80058  2.02463  0.067
H  2.20345  0.35458  0.98219  0.088

orbital gap	8.6164	eV
relative energy (zero: lowest compared OMol25 entry of this formula, charge and spin)	133.7	kcal/mol